Record 1
Formula: C37H33F5N5O7PS2Tl
Source: the Open Molecules 2025 dataset
Level of theory: ωB97M-V/def2-TZVPD

## Properties
- Gap between HOMO and LUMO (spin up / spin down): 4.6 / 3.7 eV
- LUMO energy (spin up / spin down): -0.97 / -1.90 eV
- Total charge: -1

Geometry (Å):
Tl: -12.74856 -7.78353 11.68424
O: -19.37176 -5.33211 15.94893
C: -18.22723 -4.84565 16.00217
O: -17.83735 -3.89343 16.70974
C: -17.07632 -5.49561 15.22463
C: -15.73624 -5.21746 15.76092
C: -14.66992 -5.82731 15.15401
N: -14.84938 -6.61035 14.10240
C: -16.02656 -6.90338 13.59235
C: -17.20110 -6.29176 14.11826
C: -16.17176 -7.92762 12.40281
O: -17.16206 -8.63535 12.55781
O: -15.30007 -7.88512 11.50065
H: -15.66763 -4.48523 16.56203
H: -13.61995 -5.81766 15.50877
H: -18.18276 -6.50514 13.61522
N: -13.40511 -12.80994 13.37138
C: -13.22487 -12.40927 14.69940
C: -12.93132 -13.00134 15.88936
C: -12.74744 -12.21128 16.99857
C: -12.85038 -10.82693 16.93787
C: -13.14733 -10.19102 15.72912
C: -13.33918 -10.99439 14.62024
N: -13.61094 -10.60491 13.31049
C: -13.64154 -11.71943 12.63543
C: -13.83653 -11.75506 11.21964
C: -13.92066 -12.94727 10.50554
S: -14.14954 -12.66964 8.83488
C: -14.08386 -10.98672 9.15850
N: -13.92547 -10.63491 10.39935
H: -13.32982 -13.75050 13.03542
H: -12.77051 -14.09347 15.95361
H: -12.62763 -12.71434 17.95885
H: -12.72356 -10.16173 17.78585
H: -13.38081 -9.15239 15.59254
H: -13.74818 -13.92384 10.94270
H: -14.10674 -10.21540 8.35758
C: -14.24842 -5.48036 6.19151
C: -14.54734 -4.86598 7.57458
C: -15.84423 -5.57727 8.08917
C: -14.82615 -3.35104 7.39019
P: -13.24371 -5.35011 8.86436
C: -13.52730 -4.03511 10.09871
C: -14.53748 -4.35730 11.03482
C: -15.02180 -3.35948 11.86710
C: -14.44145 -2.08090 11.91124
C: -13.31969 -1.81543 11.13130
C: -12.91874 -2.76194 10.17370
C: -11.49734 -4.91411 8.13545
C: -11.05608 -6.21054 7.40269
C: -10.47230 -4.79296 9.33258
C: -11.42008 -3.68693 7.14964
H: -15.19908 -5.49584 5.61398
H: -13.98883 -6.53223 6.32506
H: -13.48590 -4.93174 5.62558
H: -16.60332 -5.51751 7.30580
H: -16.25624 -5.02924 8.94027
H: -15.65610 -6.60827 8.38562
H: -15.33999 -3.26455 6.45052
H: -13.86984 -2.78376 7.41096
H: -15.47160 -2.93234 8.12744
H: -14.99058 -5.33172 11.01810
H: -15.84966 -3.57030 12.52718
H: -14.88507 -1.36429 12.60190
H: -12.80062 -0.91087 11.26116
H: -12.06203 -2.55325 9.52213
H: -10.95220 -7.07981 8.09189
H: -10.05250 -6.02854 6.97557
H: -11.71791 -6.53222 6.61553
H: -10.63296 -5.57940 10.07781
H: -10.50651 -3.81702 9.80467
H: -9.47546 -4.95853 8.92962
H: -11.87993 -3.94444 6.20250
H: -10.33889 -3.46144 6.95452
H: -11.85026 -2.81745 7.58294
O: -11.01774 -8.73444 9.91245
N: -10.86108 -9.85755 10.52508
O: -10.32870 -10.78185 9.93317
O: -11.24785 -9.94669 11.69852
F: -11.69548 -0.59002 15.54446
C: -11.39386 -1.89514 15.31936
C: -10.74605 -2.26536 14.15076
F: -10.46250 -1.31849 13.20747
C: -10.49409 -3.62278 13.91215
F: -9.80640 -3.93146 12.76901
C: -10.83300 -4.67215 14.80161
S: -10.53223 -6.31530 14.49875
C: -11.46496 -4.23699 15.99327
F: -11.66719 -5.13504 17.00365
C: -11.70904 -2.89314 16.23709
F: -12.25763 -2.46592 17.40837

Record 2
Formula: C22H26N3
Source: the Open Molecules 2025 dataset
Level of theory: ωB97M-V/def2-TZVPD

## Properties
- Gap between HOMO and LUMO: 5.4 eV
- LUMO energy: -4.97 eV
- Total charge: +1

Geometry (Å):
C: 1.79933 1.14287 2.82940
C: 0.57707 0.44289 3.47504
C: 0.08905 -0.58548 2.46656
N: 1.20811 -0.76534 1.51569
N: 0.92920 -1.45238 0.39975
C: 1.68635 -1.90597 -0.54718
C: 2.00557 0.48043 1.46349
H: 1.59747 2.21749 2.73102
H: 2.68117 1.01316 3.47060
H: 0.86148 -0.04243 4.41502
H: -0.22808 1.15712 3.68015
H: -0.18175 -1.55132 2.90038
H: -0.79048 -0.21136 1.91443
H: 1.31734 -2.71865 -1.19993
H: 2.71224 -1.51177 -0.70134
H: 1.64333 1.16231 0.66383
H: 3.07019 0.28730 1.26359
C: 4.26313 -1.78778 -7.18181
N: 3.95701 -2.87568 -6.27083
C: 3.46211 -2.69384 -5.00862
C: 3.30287 -3.94671 -4.36515
C: 2.86892 -4.13218 -3.03749
C: 2.53851 -5.42109 -2.49875
C: 1.81706 -6.39168 -3.26276
C: 1.63788 -7.68411 -2.78324
C: 2.17699 -8.08208 -1.56049
C: 2.02342 -9.49099 -1.11430
C: 2.85888 -7.13074 -0.78421
C: 2.98934 -5.82424 -1.21768
C: 3.77081 -4.96076 -5.34740
C: 3.96758 -6.33565 -5.33538
C: 4.48552 -6.98628 -6.46304
C: 4.77821 -6.26875 -7.63031
C: 4.59659 -4.87286 -7.66892
C: 4.13310 -4.24237 -6.51757
H: 4.66635 -2.20128 -8.10931
H: 3.35324 -1.21120 -7.39578
H: 4.99606 -1.10831 -6.72523
H: 3.24621 -1.69810 -4.62979
H: 2.92457 -3.27327 -2.36759
H: 1.50389 -6.14380 -4.26599
H: 1.09620 -8.40928 -3.38851
H: 2.43677 -9.66785 -0.12099
H: 0.98051 -9.81437 -1.05995
H: 2.50416 -10.21364 -1.78209
H: 3.28380 -7.44714 0.17512
H: 3.55726 -5.10224 -0.61352
H: 3.72256 -6.91896 -4.45415
H: 4.65910 -8.05923 -6.42883
H: 5.14909 -6.80621 -8.50338
H: 4.80300 -4.30896 -8.57857

Record 3
Formula: C30H44BaBrN3P2
Source: the Open Molecules 2025 dataset
Level of theory: ωB97M-V/def2-TZVPD

## Properties
- Gap between HOMO and LUMO: 5.7 eV
- LUMO energy: -6.90 eV
- Total charge: +2

Geometry (Å):
C: 5.51721 -2.15807 -2.86751
C: 4.35616 -1.39394 -3.09207
C: 3.99402 -1.12450 -4.42809
C: 4.68884 -1.78251 -5.45541
N: 5.71295 -2.59804 -5.21205
C: 6.14922 -2.76576 -3.96625
C: 3.47746 -1.01028 -1.98478
C: 2.57223 -1.25431 -1.15461
C: 1.33068 -1.55842 -0.51047
C: 1.21922 -1.94428 0.84302
C: -0.02019 -1.96053 1.45009
C: -1.19032 -1.63112 0.71114
C: -1.09917 -1.48858 -0.69150
C: 0.15180 -1.47370 -1.29172
Ba: 2.54090 1.29047 -0.88374
P: -2.79230 -1.71576 1.55710
H: 3.14304 -0.47973 -4.66712
H: 5.88852 -2.33943 -1.85746
H: 4.39514 -1.65197 -6.49969
H: 7.01743 -3.41420 -3.82476
H: 0.25984 -1.40730 -2.37583
H: 2.13119 -2.18526 1.39670
H: -2.00307 -1.34281 -1.28926
H: -0.10590 -2.18369 2.51775
C: -3.00507 -0.22802 2.57669
C: -4.42946 0.27908 2.73808
H: -2.39582 0.55185 2.08175
H: -2.51713 -0.42170 3.54495
H: -4.41101 1.14335 3.41133
H: -4.83229 0.61521 1.77461
H: -5.09873 -0.47867 3.16323
C: -4.13514 -1.84771 0.36837
C: -4.12708 -3.01601 -0.61800
H: -4.14534 -0.89388 -0.18342
H: -5.06129 -1.87495 0.96369
H: -5.03566 -2.95934 -1.23061
H: -3.27049 -2.97362 -1.29673
H: -4.12954 -3.99090 -0.11669
C: -2.70196 -3.13665 2.66884
C: -4.05739 -3.60688 3.18127
H: -2.04365 -2.83690 3.50019
H: -2.18550 -3.93443 2.11345
H: -3.90688 -4.49512 3.80510
H: -4.54482 -2.84375 3.80043
H: -4.72956 -3.88530 2.35976
Br: -0.31971 1.12328 1.15662
P: -1.08491 3.66718 -1.75643
C: -2.37546 2.40797 -1.36712
C: -3.77044 3.02297 -1.33741
H: -2.09297 1.95618 -0.39924
H: -2.31627 1.61626 -2.12796
H: -4.52045 2.24687 -1.14936
H: -3.86661 3.78548 -0.55590
H: -4.00617 3.48881 -2.30145
C: -0.68152 4.30177 -0.06934
C: -0.38468 5.80229 -0.11149
H: 0.14966 3.73138 0.36933
H: -1.55477 4.10477 0.56916
H: -0.05291 6.15274 0.87097
H: 0.39687 6.03425 -0.84220
H: -1.28716 6.36109 -0.38116
C: 0.22662 2.56457 -2.35071
C: 0.09209 2.24786 -3.84242
H: 0.12161 1.64227 -1.74037
H: 1.16411 3.13020 -2.17571
H: 1.00231 1.75587 -4.21455
H: -0.75182 1.57383 -4.03518
H: -0.05034 3.16954 -4.42338
N: 2.37376 2.19373 2.67177
C: 3.22649 1.09714 2.70411
C: 3.65407 0.51704 3.92647
C: 4.50720 -0.57898 3.87758
C: 5.00694 -0.98985 2.63360
C: 4.58046 -0.34065 1.47441
N: 3.66564 0.66045 1.50093
H: 1.49379 2.01229 2.13009
H: 2.12995 2.51316 3.60145
H: 3.26149 0.95341 4.84852
H: 4.79918 -1.10404 4.79242
H: 5.72592 -1.80485 2.53967
H: 4.96698 -0.60825 0.48450

Record 4
Formula: C18H15Cl2N3O5
Source: the Open Molecules 2025 dataset
Level of theory: ωB97M-V/def2-TZVPD

## Properties
- Gap between HOMO and LUMO: 8.7 eV
- LUMO energy: 0.06 eV
- SMILES: COc1ncc(C(=O)Nc2c(Cl)c[n+]([O-])cc2Cl)c2cc([C@H]3CCOC3)oc12

Geometry (Å):
C: 5.04708 -0.41092 2.45736
O: 3.92402 0.31115 1.98679
C: 2.78184 -0.37627 1.54020
N: 2.77949 -1.70426 1.50925
C: 1.69754 -2.35776 1.02764
C: 0.62267 -1.68172 0.46731
C: -0.49590 -2.44125 -0.05352
O: -0.76738 -3.52111 0.42617
N: -1.05580 -1.89700 -1.21203
C: -1.96573 -2.61686 -2.03273
C: -1.66708 -2.92301 -3.36440
Cl: -0.20548 -2.45342 -4.16458
C: -2.61133 -3.63748 -4.11176
N: -3.77685 -4.03725 -3.62625
O: -4.58200 -4.66107 -4.30976
C: -4.11594 -3.73177 -2.34728
C: -3.24888 -2.98360 -1.51741
Cl: -3.72309 -2.59548 0.10708
C: 0.55793 -0.28666 0.58131
C: -0.37551 0.78715 0.27018
C: 0.24713 1.96290 0.64436
C: -0.33907 3.35156 0.58050
C: -0.67354 3.90505 1.97921
C: -0.01523 5.26086 1.92656
O: 0.18259 5.55272 0.53712
C: 0.63026 4.34765 -0.07843
O: 1.50287 1.73471 1.12717
C: 1.66969 0.36795 1.09935
H: 4.80256 -0.95538 3.36024
H: 5.45655 -1.08739 1.68935
H: 5.83308 0.29331 2.78696
H: 1.73704 -3.43200 1.08857
H: -0.39960 -1.31980 -1.70783
H: -2.36117 -3.83432 -5.12961
H: -5.03804 -4.11344 -1.97006
H: -1.32669 0.74110 -0.19224
H: -1.29321 3.31930 0.00368
H: -1.75324 4.03889 2.05176
H: -0.25101 3.28526 2.81848
H: -0.61053 6.02266 2.36508
H: 0.91300 5.27887 2.46575
H: 1.72443 4.12528 0.09565
H: 0.54251 4.37288 -1.17520

Record 5
Formula: C6H6F4
Source: the Open Molecules 2025 dataset
Level of theory: ωB97M-V/def2-TZVPD

## Properties
- Gap between HOMO and LUMO: 10.5 eV
- LUMO energy: 0.89 eV
- SMILES: C/C=C(/F)C(F)(F)F.C#C

Geometry (Å):
C: 0.10791 -0.76886 -1.66983
C: -0.07077 -0.17789 -0.35401
C: 0.70980 -0.25439 0.81608
F: 0.17580 0.21715 1.94985
C: 2.19562 -0.51432 0.93786
F: 2.61167 -0.76831 -0.28693
F: 2.43184 -1.59181 1.69740
F: 2.84724 0.50229 1.53317
H: -0.56619 -1.56516 -1.90949
H: 1.14020 -1.04977 -1.91437
H: -0.11304 0.12930 -2.41490
H: -1.05268 0.19875 -0.28970
C: -2.58469 1.71463 -0.01967
C: -2.59318 1.22903 1.05143
H: -2.42016 2.00733 -1.04852
H: -2.81938 0.69204 1.92164

Record 6
Formula: C3H12N2S
Source: the Open Molecules 2025 dataset
Level of theory: ωB97M-V/def2-TZVPD

## Properties
- Gap between HOMO and LUMO (spin up / spin down): 5.8 / 1.1 eV
- Spin multiplicity: 2
- LUMO energy (spin up / spin down): -4.63 / -9.32 eV
- Total charge: +1

Geometry (Å):
C: 4.52301 3.17953 -0.01973
C: 3.84991 1.87392 -0.73209
S: 4.35621 0.49731 0.47457
H: 3.89804 3.83519 0.64829
H: 5.29890 2.75641 0.56049
H: 4.83257 3.82907 -0.82106
H: 4.39687 1.78098 -1.70719
H: 2.79633 2.19373 -1.07147
H: 5.53857 0.16946 -0.18867
N: -5.24600 -3.13660 -0.17618
C: -5.77519 -1.82907 -0.58174
N: -5.90628 -1.05978 0.70280
H: -4.22753 -2.97647 -0.06073
H: -5.61044 -3.80643 -0.81433
H: -6.79675 -1.82734 -0.99960
H: -5.06630 -1.30663 -1.32671
H: -5.42479 -1.51555 1.39214
H: -6.85511 -1.06096 1.11081

Question: Number 4 is which compound?
Answer: C18H15Cl2N3O5